17
Properties=species:S:1:pos:R:3:forces:R:3:lowdin_charge:R:1 method="wB97M-V/def2-TZVPD" smiles=NCCCCS relative_energy_kj_mol=132.1 energy_ev=-16650.424 homo_ev=-8.7582
N 2.10141 0.30783 -0.27685 -0.1 1.6 -0.4 -0.0269
C 1.12451 -0.61052 -0.84976 -3.9 2.5 -0.3 -0.3161
C 0.20925 -1.26636 0.21447 -0.7 1.4 0.6 -0.2008
C -0.64185 -0.32990 1.21045 4.1 2.6 -3.5 -0.2174
C -1.20142 0.91390 0.36957 1.5 2.0 4.3 -0.6645
S -2.27991 0.40432 -0.85877 -1.4 -1.3 -1.5 0.7329
H 1.57774 1.02207 0.28416 0.8 -0.8 -0.6 0.0582
H 2.46603 0.85272 -1.10231 -0.2 -0.7 1.4 0.0900
H 0.40243 -0.02856 -1.57796 1.3 -1.1 1.0 0.1040
H 1.61717 -1.32318 -1.42478 0.8 -1.5 -0.9 0.0792
H -0.49511 -1.99952 -0.12525 -0.1 -0.4 -1.0 0.0888
H 0.89562 -1.76926 0.81301 1.1 -1.2 1.4 0.0722
H 0.11829 0.01681 1.94475 -0.7 0.3 -0.3 0.1077
H -1.33554 -0.84975 1.72977 -2.4 -1.7 1.3 0.0507
H -0.27213 1.45301 -0.03445 -1.6 -0.6 0.5 0.0661
H -1.78107 1.64575 1.15017 1.6 -1.5 -1.9 0.1158
H -2.50542 1.56063 -1.46623 0.0 0.4 -0.1 -0.1399